1.
A molecular structure, C55H39IrN5O8, computed with ωB97M-V/def2-TZVPD.

Properties
Total charge: 0
Spin multiplicity: 2
⟨S²⟩: 0.86
E_LUMO (spin up / spin down) (eV): -2.03 / -2.64
E (Ha): -3099.334570

Cartesian coordinates (Å):
Ir -0.07712 0.02064 0.06372
C 0.08169 -6.32745 7.28328
O -0.79736 -6.44858 6.17914
C -0.75131 -5.48011 5.23028
C 0.09892 -4.38100 5.26987
C 0.05964 -3.44778 4.24046
C -0.80889 -3.59523 3.16897
C -1.65814 -4.70249 3.14375
C -1.63400 -5.63416 4.16117
C -0.82271 -2.57029 2.09132
C -1.45168 -1.35261 2.35023
C -2.14431 -1.07650 3.58449
C -2.46490 0.23069 3.57644
C -1.93682 0.78845 2.35524
N -1.45672 -0.22544 1.55959
C -1.74045 2.15289 2.18341
C -1.01740 2.73289 1.13246
C -0.90086 4.12731 0.84520
C -0.25730 4.23245 -0.35324
C -0.01161 2.89710 -0.80028
C 0.26783 2.49433 -2.13033
C 1.28279 3.20303 -2.86513
C 2.24634 3.91525 -2.11096
C 3.39590 4.43013 -2.66191
C 3.64226 4.24709 -4.02642
O 4.73703 4.64421 -4.65610
C 5.83745 5.14325 -3.87441
C 2.69402 3.56266 -4.81060
C 1.56648 3.03974 -4.24524
C -0.44948 1.33640 -2.63283
N -0.67567 0.21058 -1.88831
C -0.98157 -0.79615 -2.77659
C -0.72907 -2.16102 -2.54646
C -0.92278 -3.08815 -3.69844
C -2.17403 -3.60161 -3.99489
C -2.36184 -4.45880 -5.07456
C -1.27559 -4.80640 -5.86905
O -1.34529 -5.62955 -6.94489
C -2.60465 -6.19567 -7.25874
C -0.01118 -4.29431 -5.57675
C 0.15948 -3.44493 -4.50332
C -0.29790 -2.70573 -1.34813
C -0.21264 -4.11408 -1.05635
C -0.19605 -4.24196 0.29229
C -0.31067 -2.90846 0.82595
N -0.21702 -2.00706 -0.16863
C -1.19064 -0.23267 -4.06158
C -0.85058 1.08811 -3.97323
N -0.41977 2.02177 0.14021
C -2.29331 3.08264 3.21004
C -3.52820 3.70203 3.02219
C -4.02747 4.57831 3.96467
C -3.29495 4.85522 5.11850
O -3.86598 5.72911 5.98612
C -3.14815 6.04598 7.16497
C -2.06072 4.24641 5.31589
C -1.57039 3.36555 4.35824
H -0.11150 -7.18773 7.91724
H -0.11329 -5.41148 7.84645
H 1.12595 -6.34162 6.96194
H 0.79274 -4.23767 6.08485
H 0.72224 -2.59079 4.27188
H -2.35563 -4.82380 2.32358
H -2.29414 -6.49117 4.15394
H -2.33386 -1.80576 4.35384
H -2.96417 0.80030 4.34206
H -1.30678 4.92202 1.44844
H -0.06356 5.12407 -0.92666
H 2.13718 3.97656 -1.03710
H 4.14602 4.86291 -2.01770
H 6.63753 5.30856 -4.58819
H 6.13589 4.40829 -3.12678
H 5.56279 6.09089 -3.40674
H 2.91809 3.40616 -5.85696
H 0.92222 2.45789 -4.87633
H -3.02231 -3.33149 -3.37742
H -3.35053 -4.84175 -5.27960
H -2.44094 -6.83381 -8.12197
H -3.33456 -5.42306 -7.51335
H -2.98598 -6.79800 -6.43044
H 0.82149 -4.57686 -6.20676
H 1.14426 -3.05056 -4.28201
H -0.23377 -4.89563 -1.79793
H -0.19214 -5.14701 0.87543
H -1.50319 -0.77570 -4.93789
H -0.90706 1.81891 -4.75860
H -4.10067 3.49196 2.12670
H -4.98501 5.06330 3.82992
H -3.76447 6.75368 7.71152
H -2.18612 6.50865 6.93141
H -2.98434 5.15794 7.78056
H -1.47127 4.44740 6.19815
H -0.60499 2.89652 4.50823
O 5.88449 1.70912 -3.18248
C 5.49372 2.03870 -2.05201
O 5.84955 2.97491 -1.30892
C 4.26021 1.26900 -1.53728
C 3.45849 0.56432 -2.42425
C 2.23506 0.08261 -2.00793
N 1.80936 0.24326 -0.74950
C 2.64977 0.78399 0.15988
C 3.86274 1.32167 -0.20461
C 2.18788 0.72749 1.60295
O 2.88954 1.14499 2.49342
O 1.02547 0.14857 1.78155
H 3.78767 0.44886 -3.44839
H 1.55445 -0.40177 -2.69530
H 4.47283 1.81613 0.53849

Cartesian forces (eV/Å) of the 6 atoms listed first:
Ir -0.11 -0.06 -0.20
C 0.00 0.00 0.00
O 0.00 0.00 0.00
C 0.00 0.00 -0.01
C 0.00 -0.01 0.00
C 0.03 0.00 -0.01

Here are the Mulliken charges for atoms 1 to 6, given in e: 1.654 -0.853 -0.458 1.048 -0.708 -0.374

2.
2 unconnected molecules or ions with the total composition C4H13N2O2 in a non-equilibrium geometry, computed with ωB97M-V/def2-TZVPD.

Properties
Total charge: +1
Spin multiplicity: 1
E_LUMO (eV): -2.97
E (Ha): -419.944630
Relative energy (zero: lowest compared OMol25 entry of this formula, charge and spin) (kcal/mol): 50.7

Cartesian coordinates (Å):
N -0.58591 -0.94297 -0.03618
C 0.88683 -1.12874 -0.03704
C 1.55881 -0.11719 0.88319
N 1.50198 1.21436 0.24141
C 0.51102 2.16775 0.77230
C -0.36989 2.46747 -0.42309
O -1.02488 1.59770 -0.97914
H -1.10871 -1.72447 -0.39385
H -0.80984 -0.01954 -0.51944
H -0.89355 -0.78706 0.91480
H 1.23696 -2.12617 0.22534
H 1.26965 -0.97072 -1.03842
H 2.59344 -0.40688 0.96017
H 1.24508 -0.01699 1.92682
H 2.41531 1.64301 0.22804
H -0.13497 1.67437 1.49868
H 0.95376 3.07439 1.17743
H -0.39144 3.41566 -0.97621
H -2.47766 -4.29326 -1.06138
H -1.91484 -4.36407 0.34242
O -2.01066 -3.76042 -0.41188

Cartesian forces (eV/Å) of the 6 atoms listed first:
N 0.41 0.87 0.17
C 0.94 -0.18 0.60
C 0.25 1.22 -0.79
N 0.25 0.14 0.77
C -0.06 -0.38 -0.89
C -0.68 -0.32 -1.50

Here are the Mulliken charges for atoms 1 to 6, given in e: -0.056 -0.639 -0.675 -0.301 -0.516 0.106

3.
2 unconnected molecules or ions with the total composition C5H8N in a non-equilibrium geometry, computed with ωB97M-V/def2-TZVPD.

Properties
Total charge: +1
Spin multiplicity: 1
E_LUMO (eV): -6.65
E (Ha): -249.614509
Relative energy (zero: lowest compared OMol25 entry of this formula, charge and spin) (kcal/mol): 132.2

Cartesian coordinates (Å):
C -1.84264 0.59510 0.13753
C -0.63915 -1.13082 -0.20468
C -0.55302 1.23113 -0.13895
C 0.33342 -0.10996 -0.51050
C 1.56366 -0.38025 0.25715
N -1.76047 -0.71442 0.30206
H -2.73158 1.21392 0.13916
H -0.23117 -2.80768 0.09644
H -0.27085 2.24093 -0.63044
H -0.15678 1.25281 0.91817
H 0.49154 0.02625 -1.56601
H 2.33146 0.27609 -0.10648
H 2.08294 -1.33382 -0.00424
H 1.38265 -0.35927 1.31078

Cartesian forces (eV/Å) of the 6 atoms listed first:
C 1.29 1.51 -1.15
C 0.68 -4.21 2.04
C 2.29 -0.76 0.84
C -1.38 1.30 -1.15
C 2.04 -1.07 -0.78
N -1.72 -0.70 -0.28

Here are the Mulliken charges for atoms 1 to 6, given in e: -0.031 -0.060 -0.386 0.196 -1.475 -0.339

4.
C3H6S in the gas phase in a non-equilibrium geometry, computed with ωB97M-V/def2-TZVPD.

Properties
Total charge: 0
Spin multiplicity: 1
SMILES: C=CSC
E_LUMO (eV): 1.07
E (Ha): -516.037340
Relative energy (zero: lowest compared OMol25 entry of this formula, charge and spin) (kcal/mol): 17.9

Cartesian coordinates (Å):
C 1.44831 -0.06750 -1.65370
C 0.81291 0.06740 -0.44399
S -0.95501 -0.34163 -0.38213
C -1.42811 -0.02628 1.29452
H 2.51625 0.21432 -1.99313
H 0.84089 -0.29383 -2.45990
H 1.30473 0.23305 0.50357
H -2.29717 0.69604 1.40809
H -0.54220 0.42331 1.80398
H -1.70059 -0.90488 1.92270

Cartesian forces (eV/Å) of the 6 atoms listed first:
C 1.23 1.57 2.37
C 0.42 -1.03 -2.04
S 0.81 -0.04 -0.71
C -0.23 0.95 2.18
H -1.75 -0.60 1.41
H -1.15 -0.54 -1.63

Here are the Mulliken charges for atoms 1 to 6, given in e: -0.744 0.036 -0.062 -0.719 0.224 0.222